1.
The following is a DFT calculation (ωB97M-V with the def2-TZVPD basis set) of a cluster of 3 separate species, C5H7N2OS in total at a distorted geometry.

```
! RIJCOSX wB97M-V def2-TZVPD def2/J DEFGRID3
* xyz -1 1
C -1.09167 -0.53924 -0.50237
C -0.42301 0.68360 -0.26901
C -0.39695 -1.70625 -0.17570
C 0.80049 0.65177 0.23137
C 2.26616 2.61053 0.12533
N 0.88731 -1.71191 0.08285
N 1.46507 -0.55152 0.37853
O 2.64662 -0.59333 0.82379
S -5.21922 -2.49325 0.58969
H -2.14857 -0.68816 -0.63888
H -0.72692 1.71449 -0.52929
H -0.74411 -2.69073 -0.42527
H 3.01491 2.24775 -0.45516
H 2.26793 2.76562 1.15701
H 1.45850 3.19779 -0.51145
H -4.05656 -2.89715 0.11857
*
```

Computed properties:
Kohn-Sham gap (eV): 3.946
Energy above the lowest of the compared OMol25 structures with the same formula, charge and spin (eV): 4.7150

=====

2.
The following is a DFT calculation (ωB97M-V with the def2-TZVPD basis set) of an isolated molecule of C4H9NO2 at a distorted geometry.

```
! RIJCOSX wB97M-V def2-TZVPD def2/J DEFGRID3
* xyz 0 1
C 0.80665 0.68048 -0.07774
C -0.68924 0.57913 -0.30945
C 1.37355 -0.30549 0.92529
C -1.27550 -0.77658 -0.63849
O 1.36706 0.49500 -1.46920
N -1.25214 1.19600 1.04760
O -2.01835 0.50951 1.66864
H 1.37172 -0.44902 -1.67319
H 1.06937 1.70858 0.17856
H -0.97036 1.34277 -1.04181
H 1.15898 -1.33447 0.64223
H 0.95116 -0.11832 1.91097
H 2.45384 -0.18501 0.97542
H -2.36337 -0.72114 -0.56900
H -1.00720 -1.08194 -1.64724
H -0.97617 -1.53948 0.07740
*
```

Computed properties:
SMILES: C[C@@H](O)[C@@H](C)N=O
Kohn-Sham gap (eV): 9.049
Energy above the lowest of the compared OMol25 structures with the same formula, charge and spin (eV): 3.6518